Entry 1:
Here is C3H3Br2NS as an isolated structure in a non-equilibrium geometry from OMol25. Energies are from wB97M-V/def2-TZVPD.

Last column: natural (NBO) charge in e.
Positions of all 10 atoms, in Å:
C 0.3982 -0.2739 0.3627  -0.19
C -0.9610 -0.8980 0.5999  -0.24
C 0.6411 1.1654 -0.0620  -0.25
N 1.0374 0.0700 -0.9029  -0.42
S -2.0614 -0.2698 1.6208  0.14
Br -1.4234 -2.5735 -0.2055  0.11
Br 0.1204 0.1307 -2.5808  0.16
H 1.0808 -0.6906 0.9945  0.23
H -0.3270 1.7339 -0.3524  0.23
H 1.4950 1.6058 0.5258  0.22

Output
ΔE to the lowest compared entry with this formula, charge and spin: 44.1 kcal per mole
2S+1: 1
HOMO: -0.335 Eh
Frontier orbital gap: 0.29837 Eh

=====

Entry 2:
Here is one molecule with the formula C5H9NO from OMol25. Energies are from wB97M-V/def2-TZVPD.

Last column: natural (NBO) charge in e.
Positions of all 16 atoms, in Å:
C -0.1882 1.8555 -0.6783  -0.60
C 0.6285 0.5622 -0.6081  -0.25
C 1.0715 0.2580 0.8539  -0.39
C -0.1678 -0.6345 1.0384  -0.48
C -0.2223 -0.6982 -0.4582  0.24
N -0.6626 -1.6555 -1.1684  -0.13
O -1.2199 -2.5534 -0.2283  -0.60
H 0.4313 2.7015 -0.3574  0.21
H -1.0546 1.8111 -0.0084  0.21
H -0.5540 2.0611 -1.6880  0.22
H 1.4244 0.5674 -1.3597  0.22
H 1.9730 -0.3610 0.8634  0.21
H 1.1874 1.1015 1.5361  0.20
H -1.0538 -0.1142 1.4140  0.22
H -0.0646 -1.5823 1.5666  0.24
H -1.5279 -3.3192 -0.7177  0.48

Output
ΔE to the lowest compared entry with this formula, charge and spin: 73.4 kcal per mole
2S+1: 1
HOMO: -0.348 Eh
Frontier orbital gap: 0.38699 Eh

=====

Entry 3:
Here is C38H71AlFO9S4 as an isolated structure from OMol25. Energies are from wB97M-V/def2-TZVPD.

Last column: Löwdin charge in e.
Positions of all 124 atoms, in Å:
C 1.2241 -2.0292 6.7312  -0.07
C 1.6657 -3.4749 6.9818  -0.25
O 3.0455 -3.5702 7.3203  -0.17
C 3.8412 -4.1570 6.3074  -0.23
C 3.9580 -3.3098 5.0269  -0.16
C 3.4411 -3.9913 3.7376  -0.20
C 2.4289 -3.1632 2.9077  -0.29
C 1.0446 -3.8118 2.7166  -0.22
Al -0.4526 -2.5077 2.2129  0.35
C -1.6003 -3.4753 0.8378  -0.20
C -2.9210 -2.8150 0.3709  -0.26
C -2.9483 -1.3168 0.5467  -0.21
F -4.2385 -0.8096 0.2244  -0.11
C 0.3916 -0.8529 1.3504  -0.16
C 0.3342 0.4357 2.1092  -0.29
C -0.0621 1.6307 1.4989  -0.05
C -0.1185 2.8355 2.1846  -0.06
C 0.2324 2.9103 3.5315  -0.29
C 0.1753 4.2205 4.2775  -0.07
C 0.6316 1.7302 4.1544  -0.05
C 0.6727 0.5246 3.4654  -0.05
C -1.5286 -2.1188 3.9016  -0.19
C -2.8768 -2.8725 4.0374  -0.48
C -2.9783 -3.5542 5.4088  -0.11
C -4.0972 -1.9457 3.8437  -0.08
H 1.0617 -1.8498 5.6684  0.04
H 2.0055 -1.3488 7.0698  0.08
H 0.2920 -1.7915 7.2430  0.07
H 1.4776 -4.0711 6.0823  0.11
H 1.0917 -3.9165 7.7992  0.11
H 3.4344 -5.1428 6.0470  0.11
H 4.8189 -4.3159 6.7637  0.11
H 5.0177 -3.0768 4.8854  0.10
H 3.4597 -2.3510 5.1730  0.10
H 4.3075 -4.2113 3.1063  0.09
H 2.9839 -4.9526 3.9871  0.09
H 2.8547 -2.9870 1.9160  0.09
H 2.3197 -2.1705 3.3620  0.07
H 0.7780 -4.3530 3.6352  0.04
H 1.1137 -4.5494 1.9064  0.05
H -0.9968 -3.7454 -0.0309  0.02
H -1.8591 -4.4156 1.3438  0.05
H -3.7942 -3.2474 0.8699  0.10
H -3.0781 -2.9886 -0.7030  0.07
H -2.7522 -1.0080 1.5754  0.09
H -2.2573 -0.8257 -0.1387  0.11
H 1.4350 -1.0886 1.1084  0.06
H -0.1087 -0.6980 0.3881  0.04
H -0.3287 1.6005 0.4462  0.10
H -0.4537 3.7234 1.6618  0.07
H 0.5898 5.0232 3.6636  0.07
H -0.8513 4.4955 4.5260  0.07
H 0.7638 4.1593 5.1940  0.06
H 0.9014 1.7482 5.2071  0.10
H 0.9789 -0.3738 3.9883  0.08
H -0.8832 -2.4697 4.7188  0.02
H -1.6832 -1.0515 4.0936  0.05
H -2.9393 -3.6730 3.2917  0.10
H -2.9708 -2.8102 6.2105  0.07
H -2.1475 -4.2482 5.5646  0.07
H -3.9044 -4.1360 5.4978  0.06
H -4.4636 -1.9600 2.8167  0.05
H -3.8315 -0.9220 4.1116  0.07
H -4.9203 -2.2546 4.4951  0.06
C -4.0849 6.9771 -0.9434  -0.22
C -3.9323 5.4560 -1.0913  -0.21
C -2.4548 5.1199 -0.8603  -0.21
S -1.8229 6.3925 0.2445  0.66
O -0.8243 7.1650 -0.4574  -0.33
O -1.5243 5.8168 1.5271  -0.32
C -3.3337 7.3508 0.3305  -0.23
H -5.1307 7.2760 -0.8880  0.11
H -3.6355 7.4827 -1.8010  0.12
H -4.5456 4.9518 -0.3429  0.12
H -4.2592 5.1101 -2.0703  0.12
H -2.3044 4.1546 -0.3824  0.10
H -1.8735 5.1729 -1.7791  0.10
H -3.0749 8.4039 0.4093  0.10
H -3.8677 7.0262 1.2230  0.11
C -0.9177 -5.3698 -5.1315  -0.22
C -2.3701 -5.3323 -4.6300  -0.21
C -2.3460 -4.8797 -3.1627  -0.22
S -0.8732 -3.8588 -2.9914  0.65
O 0.0596 -4.5206 -2.1173  -0.32
O -1.2454 -2.4820 -2.7855  -0.32
C -0.2882 -4.0639 -4.6686  -0.26
H -0.8576 -5.4711 -6.2140  0.11
H -0.3913 -6.2148 -4.6817  0.12
H -2.9377 -4.6146 -5.2259  0.11
H -2.8588 -6.3009 -4.7304  0.11
H -3.2091 -4.2811 -2.8834  0.10
H -2.2366 -5.7119 -2.4703  0.11
H 0.7967 -4.0722 -4.6603  0.09
H -0.6526 -3.2185 -5.2478  0.09
C 3.9352 -0.9819 -6.4190  -0.22
C 2.6241 -0.2948 -6.0116  -0.20
C 1.5575 -0.7047 -7.0348  -0.21
S 2.0474 -2.3265 -7.6426  0.67
O 2.3623 -2.2307 -9.0462  -0.32
O 1.1162 -3.3221 -7.1709  -0.33
C 3.5724 -2.4344 -6.7099  -0.23
H 4.6877 -0.9124 -5.6355  0.12
H 4.3405 -0.5138 -7.3187  0.12
H 2.3288 -0.6297 -5.0160  0.12
H 2.7291 0.7879 -5.9740  0.12
H 0.5643 -0.7900 -6.6010  0.10
H 1.5307 -0.0380 -7.8943  0.10
H 4.3059 -2.9730 -7.3051  0.11
H 3.3545 -2.9834 -5.7939  0.11
C 2.4347 7.1687 -2.8180  -0.21
C 2.4487 8.1849 -3.9683  -0.21
C 2.2802 7.3996 -5.2752  -0.22
S 1.3445 5.9190 -4.8483  0.66
O 2.1806 4.7669 -5.0762  -0.33
O 0.0299 5.9871 -5.4368  -0.33
C 1.2550 6.2459 -3.0927  -0.24
H 2.3336 7.6514 -1.8478  0.12
H 3.3633 6.5939 -2.8153  0.12
H 1.6171 8.8814 -3.8470  0.12
H 3.3676 8.7695 -3.9806  0.11
H 1.7239 7.9440 -6.0338  0.10
H 3.2331 7.0674 -5.6821  0.10
H 1.2957 5.3016 -2.5548  0.11
H 0.3061 6.7449 -2.8977  0.09

Output
2S+1: 1
HOMO: -0.167 Eh
Total charge: -1
Frontier orbital gap: 0.23326 Eh

=====

Entry 4:
Here is a 6-piece molecular cluster, C16H46NO15S5 overall from OMol25. Energies are from wB97M-V/def2-TZVPD.

Last column: Löwdin charge in e.
Positions of all 83 atoms, in Å:
C 0.4181 -0.6372 2.7165  0.01
N -1.0862 -0.6482 2.6523  0.17
H 0.7847 -0.3096 1.7566  0.10
H 0.7980 -1.6318 2.8788  0.10
H 0.7802 0.0539 3.4597  0.10
H -1.5421 -0.2837 3.4915  0.16
H -1.3923 -1.6163 2.5441  0.17
H -1.4019 -0.1226 1.8341  0.15
O -3.1346 1.9359 5.3707  -0.28
S -2.9012 3.1393 4.6275  0.57
O -3.0089 4.4244 5.2323  -0.26
O -3.7750 3.0972 3.3053  -0.26
C -5.2094 2.9171 3.4415  -0.24
C -5.9150 4.1605 3.9407  -0.07
C -1.3221 3.0485 3.8528  -0.11
H -5.4077 2.0585 4.0848  0.12
H -5.5544 2.6641 2.4420  0.12
H -5.6229 4.4042 4.9606  0.07
H -6.9929 4.0050 3.9258  0.09
H -5.6709 5.0170 3.3134  0.09
H -1.2272 2.0884 3.3533  0.03
H -0.5721 3.1490 4.6368  0.08
H -1.2219 3.8646 3.1433  0.09
O -3.5104 -2.3215 -0.0555  -0.29
S -3.2980 -1.1316 -0.8280  0.55
O -3.3455 0.1468 -0.1700  -0.30
O -4.2567 -1.1370 -2.0771  -0.25
C -5.6823 -1.3027 -1.8528  -0.23
C -6.3389 -0.0609 -1.2867  -0.07
C -1.7767 -1.2595 -1.7024  -0.12
H -5.8499 -2.1725 -1.2171  0.12
H -6.0924 -1.5313 -2.8326  0.13
H -5.9800 0.1592 -0.2822  0.07
H -7.4174 -0.2036 -1.2369  0.09
H -6.1239 0.8052 -1.9116  0.09
H -1.7329 -2.2190 -2.2085  0.08
H -0.9736 -1.1873 -0.9723  0.06
H -1.7083 -0.4397 -2.4116  0.09
O 0.0022 6.0310 8.9821  -0.27
S -0.2767 6.1643 7.5869  0.57
O 0.2925 5.2364 6.6505  -0.30
O 0.0814 7.6464 7.1346  -0.26
C 1.4081 8.1385 7.4270  -0.25
C 2.4732 7.5435 6.5278  -0.07
C -2.0078 6.2478 7.3108  -0.13
H 1.6341 7.9684 8.4804  0.12
H 1.3485 9.2135 7.2755  0.12
H 2.5875 6.4747 6.6994  0.07
H 3.4324 8.0229 6.7210  0.08
H 2.2104 7.6841 5.4794  0.08
H -2.4515 6.9655 7.9951  0.08
H -2.3990 5.2527 7.4955  0.07
H -2.1790 6.5279 6.2779  0.06
O 1.6666 -4.7732 -4.2330  -0.26
S 1.7450 -4.1591 -2.9487  0.56
O 1.0515 -2.9264 -2.7010  -0.30
O 3.2704 -3.9968 -2.5511  -0.26
C 4.1492 -3.3244 -3.4913  -0.23
C 3.9356 -1.8254 -3.5332  -0.07
C 1.3130 -5.3225 -1.7002  -0.12
H 4.0368 -3.7730 -4.4786  0.11
H 5.1539 -3.5520 -3.1457  0.13
H 2.9526 -1.5726 -3.9278  0.07
H 4.6862 -1.3636 -4.1731  0.09
H 4.0108 -1.3989 -2.5323  0.08
H 1.8562 -6.2456 -1.8780  0.08
H 0.2413 -5.4896 -1.7825  0.08
H 1.5576 -4.9024 -0.7290  0.07
O 5.7762 -6.9262 -7.0243  -0.27
S 6.0414 -5.6836 -7.6805  0.57
O 5.9464 -4.4552 -6.9503  -0.29
O 5.1360 -5.5926 -8.9861  -0.26
C 3.7118 -5.7684 -8.8195  -0.25
C 3.0533 -4.5663 -8.1766  -0.07
C 7.5987 -5.7507 -8.4948  -0.12
H 3.5216 -6.6794 -8.2504  0.12
H 3.3209 -5.9239 -9.8222  0.12
H 3.3994 -4.4329 -7.1534  0.06
H 1.9714 -4.6941 -8.1517  0.08
H 3.2924 -3.6567 -8.7273  0.09
H 7.6574 -6.6716 -9.0668  0.08
H 8.3591 -5.7341 -7.7177  0.08
H 7.6954 -4.8792 -9.1356  0.08

Output
2S+1: 1
HOMO: -0.445 Eh
Total charge: +1
Frontier orbital gap: 0.32297 Eh